DFT (ωB97M-V with the def2-TZVPD basis set) results for an isolated ion of composition C5H9N6 and charge +1 at a distorted geometry.

Properties
F_max = 4.961 eV/A
Charge = +1
LUMO energy = -3.56 eV
E = -524.09444 Ha
SMILES = CN[n+]1ncn2c(N)c[nH]c21
E_HOMO = -12.2 eV
Kohn-Sham gap = 8.7 eV

Positions of all 20 atoms, in Å:
C -3.21 0.06 -0.67
N -2.34 -0.29 0.52
N -1.10 -0.61 0.12
N -0.68 -1.84 0.19
C 0.57 -2.02 0.13
N 1.19 -0.81 0.17
C 2.41 -0.26 -0.12
N 3.40 -1.02 -0.58
C 2.21 1.10 -0.14
N 0.90 1.39 0.18
C 0.28 0.24 0.42
H -4.26 0.14 -0.36
H -2.81 0.99 -1.19
H -3.02 -0.80 -1.37
H -2.84 -1.11 1.03
H 0.96 -2.99 0.35
H 4.36 -0.67 -0.52
H 3.11 -2.03 -0.68
H 2.95 1.80 -0.14
H 0.65 2.36 0.48

Atom charges from the Mulliken analysis, given in e for atoms 1 to 5: C -0.68; N -0.61; N 0.83; N -0.62; C 0.07